# C2H8N3

A cluster of 2 separate species, C2H8N3 in total at a distorted geometry (the ωB97M-V functional and the def2-TZVPD basis, the OMol25 dataset).

Geometry (Å):
C 1.847 0.396 0.015
C -1.656 -0.123 0.449
N 0.992 1.127 -0.476
N 1.636 -0.908 0.146
N -0.850 -0.466 -0.616
H 2.680 0.757 0.510
H -2.280 -1.074 0.227
H -1.263 -0.603 1.388
H -2.156 0.867 0.686
H 1.127 1.976 -0.971
H 2.401 -1.611 0.466
H 0.815 -1.367 -0.402
H -0.801 0.197 -1.403

For the gap between HOMO and LUMO (alpha / beta), the calculation gives 8.24 / 6.98 eV. The net charge is +1. For the strongest force on any atom, the calculation gives 4.68 eV Å⁻¹. The calculation puts the highest occupied orbital energy (alpha / beta) at -14.74 / -14.24 eV.

---

# C16H12BCoF10N8O

A structure of composition C16H12BCoF10N8O (the ωB97M-V functional and the def2-TZVPD basis, the OMol25 dataset).

Geometry (Å):
Co -0.578 0.010 -1.292
C 3.429 -0.505 -0.417
C 2.398 0.070 -1.161
N 1.231 -0.240 -0.612
N 1.469 -0.984 0.485
C 2.794 -1.170 0.612
B 0.217 -1.485 1.235
N -0.527 -2.416 0.249
C -0.924 -3.697 0.251
C -1.624 -3.939 -0.915
C -1.627 -2.721 -1.594
N -0.954 -1.824 -0.886
N -0.723 -0.255 1.440
C -1.326 0.178 2.558
C -2.192 1.198 2.217
C -2.073 1.334 0.833
N -1.179 0.460 0.395
N 0.525 -2.100 2.572
C 1.490 -1.772 3.471
C 1.246 -2.471 4.624
C 0.078 -3.204 4.342
N -0.357 -2.975 3.117
H 4.486 -0.446 -0.602
H 2.427 0.683 -2.046
H 3.196 -1.778 1.402
H -0.707 -4.328 1.094
H -2.083 -4.862 -1.220
H -2.083 -2.429 -2.525
H -1.110 -0.282 3.507
H -2.829 1.764 2.873
H -2.571 1.996 0.149
H 2.241 -1.032 3.250
H 1.819 -2.449 5.534
H -0.460 -3.888 4.980
F -1.654 4.521 -2.982
C -1.517 3.189 -2.872
F -2.420 2.775 -1.981
F -1.822 2.645 -4.049
C -0.070 2.797 -2.441
O 0.089 1.492 -2.152
C 0.905 3.083 -3.633
F 2.177 3.044 -3.198
F 0.781 2.145 -4.571
F 0.709 4.269 -4.210
C 0.363 3.681 -1.222
F -0.624 3.764 -0.315
F 1.414 3.137 -0.604
F 0.693 4.928 -1.571
F -2.142 0.092 -2.120

For the gap between HOMO and LUMO (alpha / beta), the calculation gives 8.83 / 8.83 eV. For the strongest force on any atom, the calculation gives 0.15 eV Å⁻¹. The calculation puts the highest occupied orbital energy (alpha / beta) at -9.87 / -9.87 eV.

---

| no. | molecular weight (g/mol) |
| --- | --- |
| 1 | 74.1 |
| 2 | 592.1 |